118
Properties=species:S:1:pos:R:3:forces:R:3:lowdin_charge:R:1 method="wB97M-V/def2-TZVPD" e_tot_ev=-232237.30633 lumo_energy_ev=-1.31 relative_energy_kj_mol=796.3 molar_mass_g_mol=1135.55 e_homo_ev=-5.436
Sr -0.8698 0.3282 -0.6634 7.2 5.1 -4.7 1.178
C -0.3066 4.0610 -4.8094 0.1 0.1 0.2 -0.382
Se 0.1200 2.6355 -3.5618 0.2 -0.1 -0.7 0.983
C -0.7868 1.2814 -4.6325 -0.2 0.2 0.7 -0.526
C -2.3067 1.4347 -4.5818 0.5 -0.2 -0.1 -0.514
Se -3.0108 1.5856 -2.7716 -0.4 0.3 -0.8 1.014
C -3.1699 3.5144 -2.6983 0.0 -0.1 0.3 -0.345
H 0.0201 3.7489 -5.7988 -0.1 0.1 -0.1 0.024
H 0.2925 4.9078 -4.4772 -0.1 0.1 -0.2 0.017
H -1.3630 4.3260 -4.8019 0.0 0.1 -0.1 0.008
H -0.4578 0.3633 -4.1439 0.0 -0.2 -0.3 0.040
H -0.4123 1.3460 -5.6533 0.0 -0.2 0.0 0.068
H -2.7997 0.5643 -5.0184 0.0 0.1 -0.1 0.057
H -2.6175 2.3293 -5.1199 -0.1 -0.1 0.0 0.056
H -3.7528 3.8511 -3.5518 0.0 0.0 0.0 0.034
H -2.1760 3.9492 -2.6837 0.0 0.1 0.0 -0.022
H -3.6964 3.7342 -1.7737 0.0 0.0 0.0 0.020
O -0.0207 2.3946 -0.2486 -0.5 0.5 0.0 -0.451
N 0.9079 3.3231 -0.2079 0.0 0.1 0.0 -0.212
C 0.6768 4.4978 -0.8460 -0.1 -0.2 0.1 -0.068
C 1.5924 5.5062 -0.8443 0.2 0.1 0.0 -0.068
C 2.8020 5.2999 -0.1671 0.0 0.0 0.0 -0.078
C 3.0171 4.1140 0.4791 0.0 -0.1 -0.1 -0.091
C 2.0575 3.0752 0.4848 0.1 -0.1 0.2 -0.671
S 2.2690 1.6164 1.3341 0.0 0.2 -0.2 0.683
H -0.2838 4.5524 -1.3320 0.0 0.0 0.0 0.104
H 1.3737 6.4327 -1.3558 0.0 0.0 0.0 0.101
H 3.5607 6.0723 -0.1539 0.0 0.0 0.0 0.106
H 3.9357 3.9168 1.0128 0.0 0.0 0.0 0.103
C 1.3100 -2.3334 6.8419 0.0 0.1 -0.1 -0.048
C 0.7642 -1.6341 5.6240 0.0 0.0 0.1 -0.268
C -0.6009 -1.3895 5.4831 0.0 0.0 -0.1 -0.026
C -1.0951 -0.7270 4.3712 0.0 0.1 0.0 -0.058
C -0.2190 -0.3015 3.3824 0.2 0.3 -0.2 -0.305
C 1.1429 -0.5135 3.5081 -0.1 0.0 0.0 -0.102
C 1.6202 -1.1852 4.6271 0.0 0.0 -0.1 -0.021
S -0.9952 0.5792 1.9365 1.0 -0.5 4.4 0.904
O -2.0572 1.3072 2.6800 0.0 0.0 -0.6 -0.465
C -1.4585 -1.1067 1.2387 0.9 -2.0 3.4 -0.490
C -0.2060 -1.7877 0.9015 -0.1 0.0 1.0 -0.140
C -0.1816 -3.1071 0.6282 -0.2 -0.2 -0.2 0.027
C -1.4061 -3.8482 0.5717 -0.1 0.0 0.2 -0.140
C -1.4598 -5.1663 0.0719 0.1 0.2 0.0 -0.017
C -2.6546 -5.8287 -0.0013 -0.1 0.0 0.0 -0.056
C -3.8475 -5.1973 0.4035 0.1 0.0 0.0 -0.050
C -3.8213 -3.9299 0.9182 0.2 0.1 0.0 -0.006
C -2.5934 -3.2392 1.0501 0.1 0.0 0.0 -0.102
C -2.5410 -1.8891 1.5549 -0.7 0.5 -0.2 -0.111
C -3.7377 -1.2419 2.1800 0.2 0.5 -0.5 -0.107
C -4.4517 -1.7800 3.2942 0.3 0.1 -0.1 -0.113
C -4.0462 -2.9658 3.9675 -0.1 0.1 -0.1 -0.024
C -4.7363 -3.4144 5.0539 -0.1 0.1 0.0 -0.060
C -5.8636 -2.7034 5.5322 0.1 -0.1 0.0 -0.070
C -6.2495 -1.5471 4.9283 0.0 0.1 -0.1 -0.027
C -5.5484 -1.0435 3.7993 -0.1 0.0 0.1 -0.143
C -5.9054 0.1981 3.2165 -0.1 0.0 0.1 0.003
C -5.1912 0.7360 2.1901 0.3 -0.1 -0.3 -0.028
C -4.1083 -0.0009 1.6830 0.6 -0.9 0.0 -0.251
S -3.0978 0.7309 0.3515 -5.1 -0.3 0.4 0.815
O -3.9244 1.8215 -0.1801 -0.2 0.6 0.3 -0.488
C -3.3401 -0.6729 -0.8689 -0.4 -0.7 -0.1 -0.434
C -2.2939 -1.4879 -1.3370 -1.7 -0.9 0.5 -0.256
C -2.5326 -2.4788 -2.2712 0.0 0.2 0.0 0.007
C -3.8299 -2.7006 -2.7266 -0.1 0.0 -0.1 -0.244
C -4.1192 -3.7876 -3.7282 0.0 0.1 0.0 -0.037
C -4.8729 -1.9318 -2.1985 0.1 0.0 0.0 -0.009
C -4.6424 -0.9142 -1.2848 0.4 0.0 -0.1 -0.072
H 0.5074 -2.6936 7.4841 0.0 0.0 0.0 0.072
H 1.9297 -1.6508 7.4262 0.0 0.0 0.0 0.085
H 1.9369 -3.1794 6.5574 0.0 0.0 0.0 0.081
H -1.2893 -1.7061 6.2583 0.0 0.0 0.0 0.112
H -2.1524 -0.5126 4.2874 0.0 0.0 0.0 0.108
H 1.8229 -0.1400 2.7581 0.0 -0.1 0.0 -0.011
H 2.6878 -1.3464 4.7252 0.0 0.0 0.0 0.122
H 0.7452 -1.2960 1.0941 -0.1 0.4 -0.6 0.114
H 0.7635 -3.6009 0.4343 -0.1 0.0 0.0 0.140
H -0.5441 -5.6270 -0.2781 0.0 0.0 0.0 0.121
H -2.6910 -6.8373 -0.3923 0.0 0.0 0.0 0.109
H -4.7911 -5.7160 0.2959 0.0 0.0 0.0 0.110
H -4.7387 -3.4294 1.1970 0.0 -0.1 0.1 0.126
H -3.1711 -3.4991 3.6218 0.0 0.0 0.0 0.119
H -4.4126 -4.3122 5.5644 0.0 0.0 0.0 0.107
H -6.4043 -3.0749 6.3927 0.0 0.0 0.0 0.106
H -7.0933 -0.9833 5.3073 0.0 0.0 0.0 0.115
H -6.7484 0.7402 3.6277 0.0 0.0 0.0 0.121
H -5.4230 1.6950 1.7474 0.0 0.0 0.0 0.121
H -1.4277 -1.4592 -0.6702 -1.0 -2.7 -1.9 -0.015
H -1.7102 -3.0966 -2.6131 0.0 0.0 0.0 0.134
H -3.2057 -4.3005 -4.0240 0.0 0.0 0.0 0.079
H -4.5826 -3.3711 -4.6239 0.0 0.0 0.0 0.086
H -4.8083 -4.5250 -3.3133 0.0 0.0 0.0 0.083
H -5.8916 -2.1352 -2.5094 0.0 0.0 0.0 0.124
H -5.4468 -0.3070 -0.8901 -0.1 0.0 -0.1 0.129
C 8.7569 0.0634 -2.3034 0.0 0.0 0.0 -0.062
C 8.3090 1.4458 -1.8086 -0.1 0.0 0.1 -0.564
C 8.6194 1.5818 -0.3105 0.0 0.0 0.0 -0.049
C 9.1238 2.4923 -2.5715 0.0 0.0 0.0 -0.076
C 6.8006 1.6277 -2.0072 0.0 -0.1 0.0 -0.185
C 6.2593 2.8323 -2.4450 -0.2 0.1 0.0 -0.041
C 4.8763 3.0177 -2.5991 0.1 0.0 0.0 0.009
C 4.0610 1.9566 -2.2998 -0.2 0.0 0.0 -0.246
O 2.7033 1.8603 -2.3804 0.2 -0.4 0.3 -0.064
B 2.3263 0.5229 -1.9811 -0.3 -0.1 0.2 -0.390
O 3.5756 -0.1374 -1.6737 -0.5 -0.1 0.0 0.036
C 4.5837 0.7499 -1.8602 -0.1 0.0 -0.1 -0.237
C 5.9330 0.5662 -1.6961 0.2 0.0 0.0 0.054
H 9.8475 -0.0069 -2.2832 0.0 0.0 0.0 0.079
H 8.4226 -0.1000 -3.3303 0.0 0.0 0.0 0.092
H 8.3603 -0.7434 -1.6859 0.0 0.0 0.0 0.071
H 9.6845 1.4212 -0.1160 0.0 0.0 0.0 0.081
H 8.0437 0.8594 0.2718 0.0 0.0 0.0 0.083
H 8.3511 2.5812 0.0392 0.0 0.0 0.0 0.086
H 10.1889 2.2775 -2.4575 0.0 0.0 0.0 0.080
H 8.9515 3.5011 -2.1927 0.0 0.0 0.0 0.075
H 8.8834 2.4760 -3.6371 0.0 0.0 0.0 0.090
H 6.9119 3.6626 -2.6785 0.0 0.0 0.0 0.092
H 4.4559 3.9563 -2.9402 0.1 0.0 0.0 0.114
H 6.3054 -0.3800 -1.3244 0.0 0.0 -0.1 0.119

---

40
Properties=species:S:1:pos:R:3:forces:R:3:lowdin_charge:R:1 method="wB97M-V/def2-TZVPD" charge=-1 e_tot_ev=-231421.63896 lumo_energy_ev=2.72 molar_mass_g_mol=516.77 e_homo_ev=-4.015
C 5.9134 -0.8493 -1.1028 -0.4 -0.6 -0.4 -0.171
C 4.4212 -1.4935 -1.4434 1.0 0.9 0.8 -0.734
Br 4.6102 -3.5221 -1.4544 0.6 1.0 -1.3 0.474
C 3.2979 -1.0886 -0.3200 0.7 0.0 -0.7 -0.761
Br 2.9485 -2.6816 0.8718 0.0 1.4 0.7 0.414
Ga 1.5115 -0.6251 -1.2532 0.9 0.8 1.3 -0.050
N 1.4677 -1.5849 -2.9433 -4.8 5.4 -7.4 -0.004
C 0.7766 -0.8052 -3.8736 -1.9 -0.5 2.2 -0.262
O -0.0974 -0.0917 -4.6204 6.6 -5.2 4.8 -0.097
P 1.4490 1.6730 -1.6737 -0.6 1.4 -0.9 0.674
C 2.0178 2.7217 -0.1810 1.6 1.0 0.3 -0.400
O 2.6652 2.0123 -2.9227 -0.8 -0.8 -0.3 -0.483
P -0.2188 -1.4372 0.0918 -1.4 -1.2 0.3 0.689
C -1.7190 -1.6337 -1.1352 -0.8 -0.5 -0.6 -0.376
O -0.6936 -0.3227 1.3427 0.2 -1.3 0.9 -0.505
H 6.0220 -0.5051 0.0247 -0.4 -0.8 -2.4 0.085
H 6.6889 -1.7143 -1.3373 -1.4 2.2 0.4 0.052
H 6.0345 0.0769 -1.8212 0.0 -1.8 1.5 0.082
H 4.1460 -1.2019 -2.5450 0.2 -0.7 2.3 0.082
H 3.6501 -0.1961 0.3540 -0.4 -1.9 -1.2 0.048
H 1.2020 2.8895 0.6479 1.4 -0.7 -1.8 0.048
H 2.9910 2.2762 0.2922 -1.8 0.9 -0.6 0.020
H 2.3115 3.8038 -0.5906 -0.7 -2.3 0.8 0.046
H 2.3337 1.6900 -3.8206 0.3 0.7 2.1 0.035
H -1.7979 -2.7844 -1.4384 0.3 2.4 0.8 0.044
H -1.5642 -1.0463 -2.1355 -0.7 -0.9 1.9 0.020
H -2.7362 -1.3895 -0.5857 2.0 -0.2 -1.2 0.029
H -0.7976 -0.8559 2.2073 0.4 1.1 -2.3 0.059
C -4.6899 0.6680 1.2208 -0.1 0.0 0.3 -0.087
C -3.5503 0.3743 1.9690 -0.2 0.0 -0.1 -0.083
C -3.5946 0.4346 3.3616 -0.3 0.1 -0.1 -0.090
C -4.7826 0.7792 4.0068 0.0 0.0 -0.2 -0.109
C -5.9233 1.0692 3.2587 0.1 0.0 -0.1 -0.114
C -5.8764 1.0180 1.8658 0.2 -0.1 0.1 -0.107
H -4.6540 0.6242 0.1355 0.0 0.0 0.1 0.100
H -2.6265 0.0990 1.4663 -0.3 0.2 0.1 0.056
H -2.7047 0.2122 3.9440 -0.1 0.0 -0.1 0.097
H -4.8187 0.8215 5.0922 0.0 0.0 -0.1 0.093
H -6.8494 1.3362 3.7618 0.1 0.0 -0.1 0.092
H -6.7637 1.2494 1.2832 0.1 0.0 0.1 0.094

---

19
Properties=species:S:1:pos:R:3:forces:R:3:lowdin_charge:R:1 method="wB97M-V/def2-TZVPD" e_tot_ev=-22237.56989 lumo_energy_ev=0.85 relative_energy_kj_mol=431.5 molar_mass_g_mol=164.23 e_homo_ev=-8.102
C -2.4897 1.5707 1.5728 10.7 0.3 -3.6 -0.163
C -1.3948 2.1980 2.1422 -1.4 1.5 2.3 -0.402
S 0.0784 1.9299 1.2402 -1.0 0.6 1.1 1.022
C -0.7209 1.0398 0.0702 -4.5 -1.6 -0.5 -0.543
C -0.0618 0.4508 -1.1437 4.9 4.0 5.5 -0.166
C 0.8276 -0.6743 -0.8755 4.1 -2.9 1.0 -0.250
C 1.7984 -1.3220 -1.6622 -2.1 1.7 -0.3 -0.039
N 2.3940 -2.3059 -0.8783 -3.0 4.3 -0.9 0.064
C 1.8786 -2.2062 0.3388 -1.4 -1.1 1.7 -0.219
N 0.9716 -1.2739 0.3807 -1.4 1.0 0.4 0.087
C -2.1372 0.9148 0.3473 8.9 4.5 5.0 -0.054
H -3.3820 1.5202 1.7772 -9.1 0.1 3.1 0.005
H -1.5305 2.9136 3.1126 1.0 -2.0 -2.6 0.120
H 0.3703 1.3750 -1.5921 1.1 -0.8 0.1 0.140
H -0.6453 0.2605 -1.8430 -6.2 -2.2 -5.8 0.034
H 1.9405 -1.0280 -2.7226 0.6 -1.0 0.9 0.123
H 2.9832 -2.8734 -1.2933 3.7 -3.7 -1.7 0.080
H 1.9549 -2.9932 1.1434 0.4 1.2 -1.1 0.142
H -2.8352 0.5036 -0.1146 -5.4 -4.0 -4.8 0.021